Entry 1:
The following is a quantum chemistry calculation of a cluster of 7 separate species, C16H32Br4N2O5 in total, from the OMol25 dataset.

As for the strongest force on any atom: 5.309 eV/Å. The net charge is -2. The orbital gap comes out at 0.076 hartree.

XYZ file:
```
59
Properties=species:S:1:pos:R:3:forces:R:3
N 1.503121 1.009214 -0.727999 0.0729 0.8497 1.0429
H 0.833281 0.392864 -0.290359 0.2566 -1.0395 -0.1943
H 2.321361 1.134924 -0.149389 0.9055 -0.3198 0.9735
H 1.042811 1.906884 -0.679039 0.0331 0.5742 -0.8857
H 1.901001 0.752344 -1.620079 -0.2872 -0.3153 -1.1984
C 1.823261 -6.353416 -1.076229 -1.8464 0.3195 -0.5199
C 2.172511 -4.879286 -1.010779 5.2675 -0.6619 0.0753
O 3.293001 -4.676436 -1.834899 -1.5692 0.3360 -0.1026
H 1.317631 -6.652256 -0.157999 -0.7151 -0.2475 0.1257
H 2.674671 -7.027966 -1.166559 0.2466 0.6274 -0.2735
H 1.178041 -6.388746 -1.954029 -0.2487 -1.0474 -0.1687
H 2.593221 -4.869666 -0.005289 -0.1292 0.7897 1.3390
H 1.451321 -4.062316 -1.034149 -1.1912 -0.2734 -0.4084
C 3.067951 2.903624 -5.957439 0.3423 -0.1900 -0.5599
C 4.209601 1.975914 -5.427549 -2.0525 -0.7058 1.7869
O 3.752581 0.913134 -4.664319 0.2822 1.1719 -0.6329
H 2.295611 3.265484 -5.278729 0.0575 -0.6303 0.7120
H 2.574681 2.355384 -6.760069 -0.2433 0.2884 -0.2768
H 3.513841 3.842254 -6.286479 0.1898 0.1808 -0.7669
H 4.842541 2.690764 -4.901739 0.7837 0.2373 0.6757
H 4.792981 1.656414 -6.291089 0.2398 -0.1188 -0.7177
C 5.034641 1.399954 4.137851 -0.6454 -0.8004 -0.9209
C 5.467381 2.048974 2.768211 0.4045 -1.2271 -1.1092
O 5.418951 1.366744 1.554841 -0.8797 0.0238 1.6235
H 5.639481 0.561024 4.482021 0.5020 0.0351 -0.1766
H 4.059911 0.937064 3.983791 -0.4549 0.0641 0.0505
H 4.950111 2.115104 4.956091 0.0887 0.3345 0.0055
H 6.516411 2.281864 2.950981 0.6124 0.8588 0.2341
H 4.855751 2.947794 2.689931 -0.1030 0.8742 0.2921
Br -1.129069 3.577384 3.867761 0.1796 -1.0527 1.3327
C -1.354249 2.468544 5.598611 -2.4198 0.8581 -1.5129
C -1.288099 3.395014 6.752451 2.4166 -0.3166 0.7314
Br -1.986999 2.445354 8.285071 -0.4753 -0.0630 0.3781
H -0.730649 1.577814 5.674791 0.1538 0.4443 -0.3697
H -2.414859 2.220064 5.560161 0.1971 -0.6320 -0.7088
H -1.710879 4.397904 6.692791 -0.0108 -0.4373 -0.2226
H -0.222349 3.362634 6.978751 -0.0255 1.1889 0.3414
Br -2.042549 4.410514 -3.336949 -0.2233 -0.2069 0.5239
C -2.351909 5.290784 -5.037489 -0.3790 0.5783 0.9173
C -1.895839 6.725204 -4.847369 1.4119 -0.1482 -0.9119
Br -2.089409 7.632654 -6.582349 -0.2539 0.1277 0.1669
H -3.426229 5.348454 -5.212459 0.1434 -0.6675 -0.1890
H -1.787899 4.633564 -5.699349 -0.2115 0.7682 -0.4165
H -0.817969 6.780304 -4.694819 -0.1337 -0.1151 0.1998
H -2.378909 7.311324 -4.065579 -0.3275 -0.3560 -0.2815
C -6.254979 -5.877266 1.135791 0.4277 -0.6010 -1.3448
C -5.862419 -5.612506 2.424401 -0.1799 0.1647 -0.3996
C -4.848629 -4.683686 2.605071 0.3609 -0.0922 1.3261
C -4.189059 -4.112486 1.541751 0.1472 0.3670 -0.3702
C -4.448459 -4.545916 0.252661 1.0197 1.4921 0.6254
C -5.502209 -5.383056 0.070871 -0.6608 0.0510 -0.6971
N -3.221179 -2.986816 1.778971 1.5697 0.5587 0.4232
O -2.785969 -2.874096 2.913751 -0.6782 -0.4273 0.0447
O -2.835619 -2.227656 0.889851 -1.3357 -1.3725 -0.0344
H -7.024209 -6.575176 0.839831 -0.3527 0.0113 0.5028
H -6.369009 -6.096726 3.246161 0.1359 0.1598 0.2000
H -4.529889 -4.489436 3.618511 0.0426 0.4256 -0.0207
H -3.826119 -4.146576 -0.534499 -0.2154 -0.0117 -0.2793
H -5.772049 -5.513726 -0.966679 -0.2425 -0.6842 0.0206
```
Forces are in eV/Å.

Atomic partial charges in e from the Löwdin method, atoms 1 to 8: 0.35, 0.15, 0.14, 0.14, 0.15, -0.19, -0.58, -0.43

***

Entry 2:
The following is a quantum chemistry calculation of a cluster of 6 separate species, C16H32Br8O2 in total, from the OMol25 dataset.

The value obtained for the relative energy (zero: lowest compared OMol25 entry of this formula, charge and spin) is 115.0 kJ/mol. As for the strongest force on any atom: 3.857 eV/Å. The orbital gap comes out at 0.355 hartree.

XYZ file:
```
58
Properties=species:S:1:pos:R:3:forces:R:3
Br -6.168764 6.279924 -0.393547 -0.1445 -0.3065 -0.0327
C -6.739534 4.433639 -0.544210 -1.3802 -0.8814 -2.2261
C -7.572644 4.196891 -1.886322 0.4950 0.5488 0.2937
Br -8.037102 2.302410 -2.144132 0.1671 0.4455 0.3309
H -7.391329 4.158191 0.284869 0.4557 0.1456 0.1079
H -5.873168 3.784362 -0.670433 0.0282 0.2492 0.5887
H -7.021129 4.462072 -2.788323 0.3755 -0.0927 0.3192
H -8.501830 4.757534 -1.988335 0.0076 -0.1093 0.6161
Br 0.712822 2.810837 8.713526 0.2842 -0.2589 -0.4447
C 0.322221 0.977916 8.028881 -0.1879 0.6912 1.6888
C -0.913561 0.622587 8.881167 0.2298 -0.2001 -1.4570
Br -1.366656 -1.226133 8.415693 -0.1821 0.0716 0.1357
H 1.187605 0.362274 8.274208 -0.1379 0.1281 -0.1176
H 0.172301 1.061680 6.952492 -0.2539 -0.1276 0.3183
H -1.724543 1.271923 8.551379 -0.1204 -0.2871 0.2039
H -0.806768 0.679083 9.964451 0.3679 -0.0173 -0.3343
Br 11.225820 -2.438670 -0.065346 -0.8593 -0.2915 -0.0353
C 9.418947 -3.154091 0.368793 -0.4972 0.5594 -0.3794
C 8.300951 -2.155410 0.006269 0.8308 0.6928 0.5995
Br 6.678168 -2.627189 1.030851 0.4774 0.0937 -0.6390
H 9.445890 -3.322724 1.445321 -0.0389 -0.0743 -0.2740
H 9.243787 -4.071274 -0.193523 0.4313 -0.0220 0.2342
H 8.112361 -2.004491 -1.056621 -0.2928 -0.7977 0.0553
H 8.572248 -1.148062 0.322109 -0.0594 -0.1552 0.4400
Br -0.295925 1.274671 1.396585 1.7504 -0.5365 0.0248
C 1.776632 1.205580 1.524697 -1.0202 -2.0694 -0.3644
C 2.164695 2.564190 1.601606 0.8074 3.5749 -0.2411
Br 4.067981 2.643448 2.137075 -0.3915 0.0568 0.2347
H 2.235107 0.762052 0.640846 -0.6362 -0.5521 0.0953
H 2.135885 0.733194 2.438970 -0.8452 -0.6091 -0.1172
H 1.483526 3.097798 2.264459 0.7604 0.3254 0.3447
H 2.218541 3.104386 0.656409 -0.4196 -0.1980 0.0244
C -2.133778 3.867317 -5.744592 -1.2306 0.9283 0.3872
C -2.273407 3.398967 -7.188574 -1.6927 -0.5074 0.3953
C -0.866527 3.149563 -7.678099 0.3049 0.4953 0.9325
O -0.045113 3.035160 -6.492816 -0.6716 -0.2071 0.0924
C -0.714898 3.715691 -5.418505 2.2956 0.1447 0.2700
H -2.767083 3.413231 -4.982463 -0.2173 -0.4178 -0.4483
H -2.313314 4.937577 -5.642617 -0.5270 0.0315 -0.2794
H -2.859592 4.142759 -7.728260 0.4001 0.0170 -0.4073
H -2.900595 2.507930 -7.216566 0.1912 -0.2381 -0.0259
H -0.577482 4.049540 -8.220848 0.4823 -0.2249 -0.4433
H -0.743936 2.219253 -8.232705 0.0368 0.3155 -0.2074
H -0.293927 4.716252 -5.319700 0.4533 0.1070 -0.0399
H -0.529817 3.233400 -4.458698 0.1725 -0.4449 -0.2198
C -0.095268 -6.895191 0.294636 1.0770 -0.5675 -1.9254
C -0.242863 -5.422912 0.542057 1.0258 1.5749 -0.3666
C -0.733825 -5.389631 1.985502 0.2224 0.6282 -2.9656
O -1.617726 -6.459930 1.858998 -2.8494 -1.0556 2.3755
C -1.313062 -7.496923 0.918034 0.8591 0.6650 1.0572
H 0.828839 -7.289448 0.717366 0.0398 0.0843 0.1274
H -0.059399 -7.069862 -0.780693 0.1475 -0.2624 -0.0617
H -0.965974 -4.929166 -0.107121 -0.7037 -0.5513 0.0518
H 0.608620 -4.798099 0.272480 0.7110 -0.3797 0.4924
H -1.291290 -4.456962 2.071870 -0.1849 -0.1744 0.7339
H 0.095459 -5.429092 2.691780 -0.2274 -0.5645 0.4112
H -2.089597 -7.739284 0.192535 -0.4711 0.7233 0.1650
H -1.166976 -8.408736 1.497135 0.3549 -0.1155 -0.0943
```
Forces are in eV/Å.

Atomic partial charges in e from the Löwdin method, atoms 1 to 8: 0.61, -0.69, -0.68, 0.58, 0.05, 0.05, 0.04, 0.04

***

Entry 3:
The following is a quantum chemistry calculation of a structure of composition C16H32Cl10FN3O9, from the OMol25 dataset.

As for the strongest force on any atom: 10.632 eV/Å. The orbital gap comes out at 0.279 hartree.

XYZ file:
```
71
Properties=species:S:1:pos:R:3:forces:R:3
C -1.224808 -3.946685 2.393038 -1.0508 -1.1597 0.9362
N -1.563682 -4.169722 0.999969 2.4138 0.0553 0.1111
O -2.608254 -4.685844 0.724012 -0.1526 0.0828 -0.9011
O -0.653159 -3.751124 0.270287 -2.3590 -2.1184 -1.2195
H -0.574200 -3.073396 2.439749 0.0015 -1.7144 0.2993
H -0.900084 -4.856207 2.898434 0.3481 -0.0700 -0.4682
H -2.209421 -3.704564 2.793058 0.5363 -0.8088 0.4094
C -3.885866 -0.662918 2.426730 -0.8441 0.4714 0.2422
N -2.589235 -1.370997 2.219409 -0.9957 0.9848 0.4584
O -2.204831 -1.320934 1.053948 -0.3137 -1.4937 3.5983
O -2.020328 -1.965331 3.115322 -1.1595 3.3597 0.4325
H -4.087667 -0.151244 3.367772 0.8033 -0.7631 0.4880
H -4.679314 -1.385877 2.237335 0.0996 -0.0827 -0.0370
H -3.951513 0.144507 1.697442 0.1247 -0.5393 0.0600
C 2.947613 -2.869161 -0.411547 0.3991 0.1401 -0.9665
N 2.667850 -2.531108 -1.840277 0.3116 -2.7067 0.1091
O 3.117975 -3.326320 -2.626653 0.6128 0.0124 -0.9775
O 1.895265 -1.657945 -2.140242 -1.0529 -1.7010 0.5335
H 3.557897 -2.059010 -0.012405 -0.2028 -0.4616 0.0207
H 3.478432 -3.820954 -0.432453 -0.2163 0.2197 0.1077
H 1.928369 -2.911133 -0.027504 1.1695 -0.4411 0.3685
C 2.204231 1.121680 -0.848492 -1.0603 0.9589 -0.0858
C 1.969983 0.685219 -2.267412 3.5195 0.2565 2.2391
O 2.657536 1.654309 -2.972609 1.7014 0.3757 -1.0772
C 3.563037 2.310702 -2.155639 1.0696 1.7526 -1.6306
O 4.334295 3.184730 -2.540008 -2.1451 -2.6476 1.1096
O 3.428903 1.843089 -0.908473 0.6032 0.0773 0.0109
F 0.665854 0.635145 -2.549987 4.3635 -1.8733 -0.6968
H 2.211046 0.339996 -0.088874 0.4263 0.9058 -1.4307
H 1.441127 1.844546 -0.559957 0.4417 -0.4704 -0.5666
H 2.462542 -0.286901 -2.288823 -0.2510 1.5758 -1.6370
Cl 5.816586 0.763718 3.590047 -0.0277 -0.2938 0.2768
C 4.701244 0.685053 2.200069 1.0076 0.5934 -0.0451
C 3.264600 0.798908 2.542939 0.5419 2.1201 1.1094
Cl 2.824441 2.489275 3.130730 2.7047 -1.9841 2.7565
H 4.894366 -0.240994 1.658542 0.0192 -0.0787 0.0935
H 5.034397 1.525521 1.591206 -0.3362 -0.1569 -0.2625
H 2.920649 0.098331 3.303862 0.1930 0.2649 -0.0227
H 2.707496 0.617850 1.623727 0.9127 2.1950 1.0820
Cl -2.844164 1.441976 -2.243143 3.0019 4.1989 -5.1072
C -1.067725 1.637520 -2.402588 -0.9604 1.8297 -2.7589
C -0.659009 3.052705 -2.940347 -1.7616 0.4734 1.4388
Cl 1.017969 3.655346 -2.725577 -0.9973 0.4352 -0.2042
H -0.685544 0.951737 -3.158729 -2.6612 0.3822 -0.0610
H -0.652970 1.362046 -1.432952 -0.7416 0.3910 -2.3696
H -1.188752 3.751585 -2.293023 -0.1673 0.0128 -0.4521
H -1.048784 3.208229 -3.946330 0.5709 -0.1111 -0.0948
Cl -5.966852 -1.148717 -1.595805 -0.9221 -0.3587 0.4875
C -4.345846 -0.606288 -1.961803 0.3773 -0.3325 0.5175
C -3.562539 -0.164661 -0.709727 -0.8703 -1.7206 0.3822
Cl -3.987861 1.398188 0.035204 -1.7967 -1.0308 1.4273
H -4.461199 0.078807 -2.801701 0.0982 -0.2881 0.4622
H -3.778287 -1.485291 -2.267312 -0.0458 -0.0154 -0.4084
H -2.501768 -0.068422 -0.941265 -0.9807 -0.5076 0.3555
H -3.566824 -0.965105 0.030115 -1.4070 0.5491 -0.6240
Cl 1.485897 3.007408 1.148935 -1.9547 1.5973 -1.4010
C -0.104367 3.765395 0.951882 -0.2869 0.3093 -0.0055
C -1.201631 2.849166 0.352957 0.4756 5.0203 1.1414
Cl -2.465617 3.849621 -0.261349 -0.8945 1.9399 -0.0062
H 0.142568 4.642519 0.353751 -0.6679 -0.1315 -0.2261
H -0.369977 4.099885 1.954730 -0.1969 0.0126 -0.1006
H -1.632155 2.169262 1.088124 -0.3484 1.4305 0.1004
H -0.754718 2.297983 -0.474429 -1.0429 3.8119 -0.2151
Cl -0.558913 0.884220 0.197980 1.4071 -10.0018 3.3206
C -0.390956 -0.809672 -0.214269 2.3698 -1.0088 -0.1350
C 0.374892 -1.648835 0.899697 0.3890 1.4581 -2.9019
Cl 1.970186 -0.878750 1.286793 -3.7345 -3.6607 1.1620
H 0.156738 -0.818154 -1.156634 0.3702 -0.2209 0.5491
H -1.361356 -1.214787 -0.501163 1.0202 -0.0255 0.1305
H 0.625721 -2.510402 0.280934 -0.3630 0.3933 1.4829
H -0.159529 -1.778729 1.840772 0.5646 0.3315 -0.7145
```
Forces are in eV/Å.

Atomic partial charges in e from the Löwdin method, atoms 1 to 8: 0.02, -0.40, 0.13, 0.01, 0.07, 0.13, 0.10, 0.05

***

Entry 4:
The following is a quantum chemistry calculation of a cluster of 5 separate species, C16H32Cl2NO4S4 in total, from the OMol25 dataset.

As for the strongest force on any atom: 5.114 eV/Å. The net charge is +1. The orbital gap comes out at 0.225 hartree.

XYZ file:
```
59
Properties=species:S:1:pos:R:3:forces:R:3
C -1.044122 -3.135105 -3.031207 0.3005 -0.8711 -0.4812
C -0.456329 -4.027949 -1.844937 0.5400 1.3399 1.9545
Cl -0.290498 -5.844110 -2.075906 -0.3169 2.8553 0.2133
C -0.035603 -3.486860 -0.605122 -0.2198 -1.9876 -1.8821
Cl 0.638773 -4.591266 0.708916 -0.8729 1.8247 -1.6540
N -0.124651 -2.055943 -0.243382 -0.6583 2.7224 1.6586
C -0.754076 -1.767846 1.050051 -0.1266 2.9641 0.5433
C -0.947477 -0.351255 1.621741 1.9328 -1.0338 -3.9280
C -0.458443 0.851185 0.761023 0.4358 -3.1049 -1.8928
C 0.195031 0.567468 -0.616238 -1.3616 -4.2848 2.4371
C 0.344653 -0.957142 -1.040775 -0.6677 2.4364 1.6201
H -2.074089 -2.670847 -2.801017 1.6110 -0.9725 -0.1842
H -1.104415 -3.827616 -3.956130 -0.1513 1.2100 1.5871
H -0.350320 -2.278600 -3.329815 -0.9515 -1.2314 0.5284
H -1.126752 -2.655768 1.680553 0.8326 1.4235 -1.4665
H -1.428652 -0.187539 2.649840 0.8383 -0.4471 -1.8878
H -0.585168 1.933160 1.108342 0.2930 -1.4807 -0.2088
H 0.579133 1.347426 -1.354180 -0.6854 -1.2300 1.3412
H 0.847797 -1.180071 -2.036256 -0.9002 0.0711 1.6648
C -0.224923 3.454383 4.862258 0.0802 -0.1608 -0.0281
S -0.829070 4.086405 3.283546 0.0733 0.5949 0.3638
O -0.056169 3.395122 2.196923 0.0688 -0.1671 0.0206
C -0.139353 5.740123 3.471195 -0.1953 -0.0806 -0.3722
H -0.511374 2.405001 4.947408 -0.0270 0.0762 -0.0799
H 0.862245 3.538288 4.905787 -0.0591 0.0579 -0.0743
H -0.678472 4.020607 5.677173 0.0050 0.0753 -0.1315
H 0.942193 5.679902 3.602951 -0.0670 -0.1047 0.0299
H -0.598244 6.230588 4.337415 0.1241 -0.3069 -0.3354
H -0.363328 6.312367 2.569269 -0.0296 -0.2023 -0.0383
C -0.470911 6.930195 8.675248 0.1068 -0.0833 -0.0157
S -1.072524 7.563921 7.095688 0.0061 0.1850 0.2567
O -0.298757 6.875764 6.011634 0.0114 0.2775 0.7683
C -0.382016 9.220917 7.284361 0.1026 0.0202 -0.0863
H -0.757423 5.881082 8.758392 -0.0382 0.1001 -0.0814
H 0.616280 7.013963 8.720720 -0.0517 0.0307 -0.0857
H -0.925929 7.494760 9.490598 -0.0331 -0.0057 -0.0924
H 0.699509 9.160837 7.417218 -0.0560 -0.0883 -0.0176
H -0.840215 9.709822 8.145622 -0.0381 -0.0839 -0.0483
H -0.605330 9.792922 6.382905 -0.0435 -0.1291 0.0489
C 2.211249 -0.517473 -4.917327 -0.0628 -0.1071 -0.0043
S 0.845414 0.650863 -4.739557 0.1225 0.0620 -0.2607
O -0.357925 -0.126472 -4.301208 0.3245 -0.1253 0.0369
C 0.675537 0.991968 -6.503522 -0.1503 -0.0169 -0.0397
H 2.474247 -0.896012 -3.928247 -0.0035 0.0905 -0.0373
H 1.909068 -1.349808 -5.555505 -0.0585 0.0722 0.0116
H 3.073288 -0.006685 -5.349121 -0.0572 0.0139 0.0636
H 0.473804 0.065661 -7.044001 0.0051 -0.0050 0.1132
H 1.592684 1.452146 -6.874931 -0.0260 -0.0066 0.1104
H -0.157424 1.682075 -6.643165 0.0679 -0.0509 0.1163
C 0.690147 -8.042480 -4.498662 -0.0489 0.0964 -0.0757
S 0.997376 -9.764593 -4.949687 0.1056 -0.0915 -0.3771
O 1.430188 -9.782184 -6.378637 -0.2545 0.1176 0.5211
C -0.732838 -10.279951 -4.900664 -0.1123 0.0374 -0.0358
H 1.641505 -7.508984 -4.503335 -0.0214 -0.1430 -0.0132
H 0.013156 -7.582836 -5.221212 0.0194 -0.0821 -0.0143
H 0.257140 -8.000142 -3.498642 0.0469 -0.1509 -0.0712
H -1.320299 -9.679579 -5.597564 0.0989 0.0014 -0.0108
H -1.118798 -10.163954 -3.886211 0.0685 -0.0163 -0.0168
H -0.788500 -11.329847 -5.190615 0.1243 0.0956 0.0200
```
Forces are in eV/Å.

Atomic partial charges in e from the Löwdin method, atoms 1 to 8: -0.08, -0.55, 0.63, -0.58, 0.61, -0.08, 0.01, 0.03

***

> orbital gap of number 1 (C16H32Br4N2O5)?

0.076 hartree

***

> Which of these has the lowest strongest force on any atom?

C16H32Br8O2

***

> What is the orbital gap in the fourth record?

0.225 hartree

***

> The highest orbital gap belongs to which entry?

C16H32Br8O2